a:
Computed, not measured: a cluster of 2 separate species, C4H10N4O in total, with ωB97M-V with the def2-TZVPD basis set.

The structure (SMILES) is [H]/N=C\C(C)=N\[H].[H]/N=C(/N)O. Its spin multiplicity is 1. The frontier orbital gap comes out at 9.67 eV. As for the highest occupied orbital energy: -9.3505 eV.

Each line ends with the Mulliken charge.
Atoms and positions in Å:
1 C -1.896 0.978 0.315  0.730
2 C 2.321 0.012 -1.241  -1.344
3 C 1.230 -0.375 -0.286  0.870
4 N -1.999 0.865 1.678  -0.566
5 N -1.453 2.041 -0.219  -0.803
6 C 0.776 -1.794 -0.334  -0.255
7 O -2.128 -0.156 -0.390  -0.500
8 N 0.677 0.357 0.576  -0.516
9 N 0.088 -2.370 0.548  -0.729
10 H -2.286 -0.912 0.191  0.348
11 H -1.502 2.024 -1.232  0.235
12 H -1.609 0.026 2.084  0.240
13 H -1.691 1.702 2.152  0.279
14 H 0.754 1.420 0.500  0.282
15 H -0.126 -1.741 1.326  0.294
16 H 1.066 -2.377 -1.207  0.406
17 H 2.619 1.050 -1.095  0.361
18 H 3.187 -0.637 -1.101  0.345
19 H 1.973 -0.112 -2.266  0.324

b:
Computed, not measured: the molecule C4H10N4O, with ωB97M-V with the def2-TZVPD basis set.

The structure (SMILES) is C/N=C(NO)\C(C)=N\N. Its spin multiplicity is 1. The frontier orbital gap comes out at 9.20 eV. As for the highest occupied orbital energy: -8.4272 eV.

Each line ends with the Mulliken charge.
Atoms and positions in Å:
1 C 0.460 -2.188 -1.257  -0.894
2 C -0.281 -0.007 -0.588  0.639
3 C 0.103 -0.075 0.865  0.914
4 C -0.195 -1.279 1.729  -1.588
5 H -0.281 -2.914 -0.963  0.312
6 H 0.857 -2.506 -2.231  0.306
7 H 1.307 -2.257 -0.530  0.270
8 H -0.406 2.086 -0.638  0.282
9 H -0.574 0.600 -2.744  0.364
10 H -0.893 -1.971 1.240  0.298
11 H -0.627 -0.962 2.685  0.484
12 H 0.746 -1.785 1.831  0.420
13 H 1.282 0.337 3.096  0.208
14 H 1.773 1.923 2.691  0.256
15 N -0.141 -0.911 -1.462  -0.685
16 N -0.852 1.228 -1.005  -0.249
17 N 0.607 1.028 1.264  -0.324
18 N 1.045 1.206 2.615  -0.604
19 O -1.041 1.361 -2.351  -0.410

Most stable one: a, least stable one: b.

a:
Computed, not measured: the molecule C23H35N3O3, with ωB97M-V with the def2-TZVPD basis set.

The structure (SMILES) is CC1(C)C[C@@H](C(=O)N2CCCCC(C)(C)C2)CN(C(=O)c2ncoc2C2CC2)C1. Its spin multiplicity is 1. The frontier orbital gap comes out at 9.61 eV. As for the highest occupied orbital energy: -8.8346 eV.

Each line ends with the Mulliken charge.
Atoms and positions in Å:
1 C -1.706 -3.010 2.950  -2.052
2 C -1.408 -1.980 1.863  3.031
3 C -2.116 -0.668 2.206  -1.951
4 C 0.111 -1.772 1.764  -2.244
5 C 0.509 -0.937 0.548  2.147
6 C 2.020 -0.835 0.416  0.010
7 O 2.744 -1.742 0.802  -0.688
8 N 2.512 0.286 -0.180  0.552
9 C 1.694 1.377 -0.705  -1.030
10 C 1.389 2.482 0.312  -0.560
11 C 2.510 2.727 1.324  -0.705
12 C 3.930 2.724 0.744  -1.401
13 C 4.633 1.355 0.645  2.807
14 C 6.061 1.589 0.149  -2.124
15 C 4.690 0.673 2.014  -1.770
16 C 3.950 0.423 -0.365  -2.383
17 C -0.061 -1.597 -0.711  -1.815
18 N -1.507 -1.698 -0.593  0.375
19 C -2.256 -0.768 -1.243  0.929
20 O -1.748 0.068 -1.984  -0.718
21 C -3.743 -0.822 -1.177  0.728
22 N -4.551 -1.127 -0.080  -0.340
23 C -5.746 -0.949 -0.508  -0.375
24 O -5.828 -0.554 -1.796  -0.389
25 C -4.534 -0.457 -2.218  -0.097
26 C -4.264 0.006 -3.582  -0.253
27 C -5.389 0.443 -4.479  -0.645
28 C -4.454 1.466 -3.909  -0.634
29 C -1.929 -2.534 0.524  -2.044
30 H -1.219 -3.964 2.734  0.461
31 H -1.342 -2.660 3.919  0.401
32 H -2.781 -3.185 3.037  0.437
33 H -1.993 0.089 1.429  0.273
34 H -3.187 -0.830 2.331  0.428
35 H -1.712 -0.260 3.136  0.451
36 H 0.476 -1.299 2.681  0.618
37 H 0.615 -2.739 1.691  0.266
38 H 0.077 0.060 0.634  -0.272
39 H 2.261 1.798 -1.536  0.641
40 H 0.768 0.997 -1.136  0.286
41 H 1.185 3.398 -0.249  0.477
42 H 0.468 2.248 0.854  0.223
43 H 2.322 3.692 1.801  0.473
44 H 2.447 1.987 2.123  0.221
45 H 3.928 3.201 -0.244  0.377
46 H 4.564 3.353 1.376  0.551
47 H 6.584 0.642 0.001  0.434
48 H 6.065 2.131 -0.800  0.436
49 H 6.629 2.175 0.875  0.434
50 H 5.349 -0.196 1.973  0.460
51 H 5.074 1.361 2.772  0.383
52 H 3.713 0.314 2.336  0.296
53 H 4.390 -0.570 -0.293  0.532
54 H 4.119 0.803 -1.377  0.402
55 H 0.176 -1.041 -1.613  0.811
56 H 0.350 -2.607 -0.799  0.121
57 H -6.673 -1.069 0.026  0.441
58 H -3.410 -0.472 -4.041  0.541
59 H -5.305 0.196 -5.527  0.253
60 H -6.393 0.397 -4.082  0.243
61 H -4.824 2.102 -3.117  0.240
62 H -3.718 1.923 -4.554  0.249
63 H -1.505 -3.531 0.363  0.325
64 H -3.011 -2.617 0.543  0.724

b:
Computed, not measured: the molecule C23H35N3O3, with ωB97M-V with the def2-TZVPD basis set.

The structure (SMILES) is CC[C@H]1CCCCN1CCCNC(=O)CCC(=O)N1C[C@@H](C)Oc2ccccc21. Its spin multiplicity is 1. The frontier orbital gap comes out at 9.20 eV. As for the highest occupied orbital energy: -8.4619 eV.

Each line ends with the Mulliken charge.
Atoms and positions in Å:
1 C -0.578 -3.029 -1.511  -1.615
2 H -1.327 -3.693 -1.941  0.381
3 H 0.260 -2.964 -2.202  0.415
4 H -0.210 -3.470 -0.590  0.239
5 C -1.161 -1.640 -1.274  0.323
6 H -0.422 -1.013 -0.774  -0.341
7 H -1.360 -1.199 -2.251  0.341
8 C -2.435 -1.656 -0.412  -0.044
9 N -3.082 -0.337 -0.407  1.010
10 C -4.162 -0.240 0.565  -1.027
11 C -3.701 -0.539 1.983  -0.402
12 C -3.159 -1.958 2.019  -1.158
13 C -2.022 -2.049 1.013  -0.209
14 H -1.221 -1.377 1.322  -0.123
15 H -1.631 -3.066 0.993  0.445
16 H -2.797 -2.213 3.017  0.414
17 H -3.954 -2.663 1.758  0.382
18 H -2.914 0.160 2.267  0.004
19 H -4.540 -0.416 2.671  0.370
20 H -4.560 0.777 0.516  0.393
21 H -4.985 -0.935 0.307  0.450
22 C -3.588 0.092 -1.707  -0.978
23 H -3.038 -0.405 -2.505  0.462
24 C -3.454 1.605 -1.909  -0.810
25 H -4.040 2.141 -1.162  0.330
26 C -2.002 2.071 -1.823  -0.693
27 N -1.526 1.999 -0.463  0.279
28 C -0.845 2.995 0.114  0.601
29 O -0.536 4.025 -0.462  -0.753
30 C -0.439 2.751 1.565  -0.445
31 H -0.623 3.669 2.123  0.538
32 H -1.010 1.933 2.000  -0.125
33 C 1.059 2.431 1.601  -1.121
34 C 1.297 0.996 1.163  0.688
35 O 0.373 0.221 1.010  -0.612
36 N 2.592 0.608 0.986  0.297
37 C 2.918 -0.683 0.493  0.653
38 C 2.258 -1.828 0.923  -0.400
39 C 2.627 -3.071 0.445  -0.649
40 C 3.672 -3.187 -0.457  -0.646
41 C 4.347 -2.059 -0.878  -0.549
42 C 3.979 -0.801 -0.412  0.128
43 O 4.706 0.259 -0.869  -0.489
44 C 4.274 1.547 -0.470  0.752
45 C 5.455 2.496 -0.612  -1.581
46 H 6.246 2.212 0.078  0.353
47 H 5.843 2.441 -1.625  0.390
48 H 5.144 3.516 -0.404  0.404
49 C 3.740 1.487 0.968  -1.263
50 H 3.491 2.482 1.323  0.501
51 H 4.517 1.063 1.617  0.318
52 H 3.452 1.868 -1.131  0.212
53 H 5.167 -2.120 -1.575  0.458
54 H 3.965 -4.156 -0.830  0.388
55 H 2.106 -3.951 0.788  0.433
56 H 1.453 -1.737 1.631  0.301
57 H 1.565 3.130 0.933  0.524
58 H 1.455 2.557 2.612  0.514
59 H -1.718 1.114 0.000  -0.367
60 H -1.908 3.113 -2.143  0.488
61 H -1.375 1.450 -2.474  0.196
62 H -3.854 1.856 -2.893  0.414
63 H -4.648 -0.194 -1.827  0.350
64 H -3.136 -2.418 -0.808  0.263

Most stable one: b, least stable one: a.

a:
Computed, not measured: a structure of composition C3H12N5, with ωB97M-V with the def2-TZVPD basis set.

Its spin multiplicity is 1. The frontier orbital gap comes out at 9.41 eV. As for the highest occupied orbital energy: -12.4143 eV. As for the total charge: +1.

Each line ends with the Mulliken charge.
Atoms and positions in Å:
1 C 1.963 0.173 0.010  0.336
2 C -0.571 1.456 1.126  -1.523
3 C -0.541 0.571 -0.073  0.761
4 N 2.916 -0.683 0.033  -0.266
5 N -0.667 1.142 -1.323  -0.558
6 N -1.210 -1.861 -0.405  -0.498
7 N -1.684 -0.836 0.415  -0.384
8 N 0.714 -0.155 -0.059  -0.271
9 H 2.444 1.118 0.142  0.372
10 H 0.206 1.150 1.809  0.384
11 H -1.536 1.346 1.591  0.376
12 H -0.585 2.392 0.752  0.485
13 H 3.779 -0.387 -0.297  0.243
14 H 2.775 -1.611 0.211  0.198
15 H -1.297 1.862 -1.338  0.236
16 H -0.804 0.459 -2.131  0.217
17 H -0.953 -2.778 -0.096  0.228
18 H -1.630 -1.812 -1.280  0.176
19 H -2.590 -0.550 0.064  0.254
20 H 0.569 -1.261 -0.148  0.234

b:
Computed, not measured: the ion C3H12N5 with charge +1, with ωB97M-V with the def2-TZVPD basis set.

The structure (SMILES) is [H]/N=C(/N)N(N)[NH+](C)C. Its spin multiplicity is 1. The frontier orbital gap comes out at 10.68 eV. As for the highest occupied orbital energy: -13.7293 eV. As for the total charge: +1.

Each line ends with the Mulliken charge.
Atoms and positions in Å:
1 C -1.651 0.000 0.744  0.420
2 C 1.568 -0.130 0.727  -0.900
3 C 1.374 0.654 -1.689  -0.816
4 N -2.336 -0.879 1.240  -0.551
5 N -1.536 1.293 1.310  -0.468
6 N -0.584 -1.460 -0.694  -0.596
7 N -0.787 -0.182 -0.415  0.114
8 N 0.690 0.481 -0.311  0.080
9 H 1.007 -0.904 1.246  0.324
10 H 2.496 -0.544 0.381  0.355
11 H 1.845 0.555 1.439  0.345
12 H 1.380 1.723 -1.909  0.316
13 H 2.372 0.276 -1.784  0.352
14 H 0.728 0.167 -2.426  0.344
15 H -2.401 -1.856 0.880  0.293
16 H -2.209 1.366 2.078  0.290
17 H -1.694 2.093 0.817  0.220
18 H -0.420 -2.301 -0.049  0.238
19 H -0.324 -1.768 -1.619  0.209
20 H 0.482 1.415 0.034  0.432

Most stable one: a, least stable one: b.

a:
Computed, not measured: a structure of composition C3H2O2, with ωB97M-V with the def2-TZVPD basis set.

Its spin multiplicity is 1. The frontier orbital gap (spin up / spin down) comes out at 8.20 / 8.19 eV. As for the highest occupied orbital energy (spin up / spin down): -9.9004 / -9.8823 eV.

Each line ends with the Mulliken charge.
Atoms and positions in Å:
1 C -0.705 0.790 0.303  -0.223
2 C 0.543 -0.449 -0.473  -0.019
3 C 1.733 0.141 0.040  0.460
4 O 2.615 0.850 -0.115  -0.398
5 O 1.426 -1.090 0.540  -0.349
6 H -0.751 0.481 1.420  0.187
7 H 0.311 -0.762 -1.482  0.343

b:
Computed, not measured: a cluster of 2 separate species, C3H2O2 in total, with ωB97M-V with the def2-TZVPD basis set.

Its spin multiplicity is 1. The frontier orbital gap comes out at 10.41 eV. As for the highest occupied orbital energy: -10.0418 eV.

Each line ends with the Mulliken charge.
Atoms and positions in Å:
1 C -1.714 -0.214 0.782  -0.245
2 C -1.303 -2.838 1.726  0.081
3 C -0.274 -0.408 0.624  -0.036
4 O -2.383 -3.035 1.979  -0.106
5 O -1.236 -0.407 -0.394  -0.128
6 H 0.404 0.429 0.606  0.246
7 H 0.140 -1.448 0.786  0.189

c:
Computed, not measured: the molecule C3H2O2, with ωB97M-V with the def2-TZVPD basis set.

Its spin multiplicity is 1. The frontier orbital gap (spin up / spin down) comes out at 6.12 / 6.29 eV. As for the highest occupied orbital energy (spin up / spin down): -6.8581 / -6.9834 eV.

Each line ends with the Mulliken charge.
Atoms and positions in Å:
1 C -0.009 0.143 -0.204  0.196
2 C -1.388 0.388 0.015  0.407
3 C 0.942 -0.558 0.710  -0.442
4 O 0.327 -1.099 -0.381  -0.278
5 O -2.529 0.517 0.048  -0.182
6 H 0.531 0.967 -0.756  0.269
7 H 2.127 -0.357 0.568  0.030

d:
Computed, not measured: the molecule C3H2O2, with ωB97M-V with the def2-TZVPD basis set.

The structure (SMILES) is O=C=CC=O. Its spin multiplicity is 1. The frontier orbital gap comes out at 10.51 eV. As for the highest occupied orbital energy: -10.0814 eV.

Each line ends with the Mulliken charge.
Atoms and positions in Å:
1 C 0.396 0.169 -0.130  -0.612
2 C -0.236 -0.980 0.570  0.105
3 C -0.119 1.140 -0.802  0.758
4 O -0.664 1.977 -1.391  -0.322
5 O -1.419 -1.141 0.793  -0.497
6 H 1.473 0.417 0.002  0.265
7 H 0.569 -1.583 0.957  0.303

Most stable one: d, least stable one: a.

a:
Computed, not measured: the molecule C10H15NO4, with ωB97M-V with the def2-TZVPD basis set.

Its spin multiplicity is 3. Its expectation value of S² is 2.015. The frontier orbital gap (spin up / spin down) comes out at 5.86 / 6.61 eV. As for the highest occupied orbital energy (spin up / spin down): -5.3653 / -9.0522 eV.

Each line ends with the Mulliken spin population.
Atoms and positions in Å:
1 C -1.441 1.712 0.192  0.187
2 C -0.016 1.772 0.008  0.445
3 C 0.745 0.758 -0.496  0.395
4 C 0.086 -0.509 -0.920  -0.006
5 C 2.188 0.860 -0.729  0.151
6 C -2.440 1.154 -0.528  0.363
7 C 0.616 3.045 0.473  -0.051
8 C 2.853 -0.436 -1.132  -0.013
9 C -1.023 -2.557 -0.325  0.007
10 C -0.048 -1.148 1.446  0.016
11 N -0.283 -1.370 0.042  0.019
12 O 2.825 1.887 -0.598  0.251
13 O -0.155 -0.727 -2.110  0.043
14 O -2.458 0.521 -1.702  0.078
15 O -3.694 1.333 -0.063  0.072
16 H -1.815 2.295 1.024  -0.002
17 H -0.107 3.681 0.977  -0.002
18 H 1.021 3.579 -0.387  0.029
19 H 1.460 2.846 1.129  0.014
20 H 3.913 -0.263 -1.299  0.004
21 H 2.397 -0.818 -2.042  0.001
22 H 2.724 -1.178 -0.345  0.003
23 H -2.079 -2.447 -0.068  -0.001
24 H -0.931 -2.692 -1.402  0.000
25 H -0.617 -3.431 0.185  0.000
26 H -0.904 -0.654 1.915  0.002
27 H 0.114 -2.107 1.938  0.000
28 H 0.832 -0.523 1.587  -0.005
29 H -1.581 0.239 -2.042  -0.001
30 H -4.315 0.991 -0.722  -0.002

b:
Computed, not measured: the molecule C10H15NO4, with ωB97M-V with the def2-TZVPD basis set.

Its spin multiplicity is 3. Its expectation value of S² is 2.019. The frontier orbital gap (spin up / spin down) comes out at 7.53 / 7.23 eV. As for the highest occupied orbital energy (spin up / spin down): -6.9822 / -9.3000 eV.

Each line ends with the Mulliken spin population.
Atoms and positions in Å:
1 C 0.648 -0.965 -1.554  0.892
2 C 1.227 -2.280 -3.564  0.029
3 C -1.041 1.507 1.925  0.000
4 C -0.720 0.086 2.152  0.002
5 C -2.022 1.636 0.676  -0.004
6 C -1.004 -0.378 -0.276  -0.032
7 C 1.567 -1.293 -0.485  -0.042
8 C -0.215 -0.819 0.933  -0.001
9 C -1.306 1.057 -0.528  -0.011
10 C 3.064 -1.031 -0.810  0.037
11 N 0.342 -1.477 -2.740  0.212
12 O 2.266 -2.656 -3.214  0.130
13 O -0.834 -1.396 -3.287  0.683
14 O 1.169 -0.739 0.710  -0.018
15 O -2.282 1.185 -1.603  0.000
16 H 0.596 -2.690 -4.428  0.000
17 H -1.427 1.976 2.855  0.000
18 H -0.261 2.165 1.597  0.001
19 H 0.154 -0.019 2.813  0.000
20 H -1.765 -0.296 2.402  0.000
21 H -2.943 1.195 0.927  0.000
22 H -2.141 2.632 0.407  -0.001
23 H -1.776 -1.023 -0.610  0.009
24 H 1.476 -2.377 -0.368  0.125
25 H -0.444 -1.843 1.374  -0.005
26 H -0.553 1.702 -0.947  0.020
27 H 3.480 -0.815 0.211  -0.004
28 H 3.051 -0.104 -1.409  -0.016
29 H 3.400 -1.943 -1.212  -0.002
30 H -2.111 0.513 -2.232  -0.002

Most stable one: a, least stable one: b.